The following is a quantum chemistry calculation of a cluster of 2 separate species, C5H14N in total at a distorted geometry, from the Open Molecules 2025 dataset.

Bonds (Å) are listed after each position.
Atoms and positions in Å:
1 N -1.153 1.024 -0.006  C5 1.321, H19 1.036
2 C 0.259 -0.419 -0.978  C4 1.540, C5 1.553, C6 1.553, H11 1.094
3 C -0.247 -0.406 1.642  C5 1.553, H7 1.080, H16 1.085, H17 1.088
4 C 0.743 -1.881 -1.033  C2 1.540, H8 1.088, H14 1.091, H20 1.080
5 C -0.751 -0.220 0.185  N1 1.321, C2 1.553, C3 1.553, H18 1.079
6 C 1.485 0.533 -0.986  C2 1.553, H9 1.089, H12 1.080, H13 1.078
7 H -1.078 -0.486 2.327  C3 1.080
8 H -0.068 -2.568 -0.800  C4 1.088
9 H 1.888 0.454 0.023  C6 1.089
10 H -1.640 3.576 1.218  H15 0.753
11 H -0.202 -0.182 -1.941  C2 1.094
12 H 2.127 0.346 -1.835  C6 1.080
13 H 1.146 1.556 -0.989  C6 1.078
14 H 1.536 -2.024 -0.297  C4 1.091
15 H -2.239 3.507 1.670  H10 0.753
16 H 0.381 0.401 2.005  C3 1.085
17 H 0.361 -1.299 1.776  C3 1.088
18 H -1.529 -0.959 0.079  C5 1.079
19 H -2.180 1.151 -0.054  N1 1.036
20 H 1.161 -2.103 -2.004  C4 1.080

Properties
- Energy relative to the best compared isomer or geometry (same formula, charge and spin): 578.7 kJ/mol
- Total energy: -253.19782 Eh
- Kohn-Sham gap: 7.37 eV
- Net charge: +1

These are the Mulliken partial charges, in e, on atoms 1 to 2: -0.0962 0.2843

***

The following is a quantum chemistry calculation of the ion C5H14N2 with charge -1 at a distorted geometry, from the Open Molecules 2025 dataset.

Bonds (Å) are listed after each position.
Atoms and positions in Å:
1 N 0.788 -0.333 1.031  C4 1.459, C5 1.495, C7 1.490
2 N -1.382 0.488 -1.828  C3 1.494, C6 1.476, H14 1.009
3 C -0.027 0.428 -1.204  N2 1.494, C5 1.548, H11 1.095, H13 1.091
4 C 0.335 -0.392 2.416  N1 1.459, H17 1.102, H18 1.099, H20 1.099
5 C -0.016 0.707 0.319  N1 1.495, C3 1.548, H15 1.087, H19 1.092
6 C -1.923 -0.882 -1.919  N2 1.476, H9 1.096, H16 1.101, H21 1.084
7 C 2.230 0.035 0.970  N1 1.490, H8 1.093, H10 1.090, H12 1.093
8 H 2.578 0.883 0.373  C7 1.093
9 H -2.968 -0.752 -2.223  C6 1.096
10 H 2.725 -0.836 0.540  C7 1.090
11 H 0.656 1.164 -1.639  C3 1.095
12 H 2.593 0.199 1.988  C7 1.093
13 H 0.382 -0.539 -1.501  C3 1.091
14 H -1.980 0.996 -1.195  N2 1.009
15 H 0.442 1.688 0.425  C5 1.087
16 H -1.893 -1.365 -0.930  C6 1.101
17 H 0.354 0.537 3.010  C4 1.102
18 H -0.685 -0.800 2.399  C4 1.099
19 H -1.006 0.730 0.779  C5 1.092
20 H 1.029 -1.036 2.973  C4 1.099
21 H -1.383 -1.472 -2.649  C6 1.084

Properties
- Energy relative to the best compared isomer or geometry (same formula, charge and spin): 161.1 kJ/mol
- Spin multiplicity: 2
- Total energy: -308.30168 Eh
- Kohn-Sham gap (spin up / spin down): 2.61 / 9.00 eV
- Net charge: -1

These are the Mulliken partial charges, in e, on atoms 1 to 2: 0.8265 -0.4031

***

The following is a quantum chemistry calculation of the molecule C5H14N2 at a distorted geometry, from the Open Molecules 2025 dataset.

Bonds (Å) are listed after each position.
Atoms and positions in Å:
1 N 0.344 -2.179 -2.239  C4 1.509, H11 1.012, H18 0.997
2 N 1.386 0.286 -0.713  C3 1.457, H9 1.021, H12 0.998
3 C 0.111 -0.362 -0.431  N2 1.457, C4 1.500, C6 1.530, H15 1.109
4 C -0.037 -1.801 -0.829  N1 1.509, C3 1.500, H8 1.090, H17 1.094
5 C -1.028 2.240 0.978  C7 1.530, H14 1.089, H16 1.097, H20 1.092
6 C -0.269 -0.175 1.040  C3 1.530, C7 1.545, H13 1.092, H21 1.101
7 C -0.067 1.240 1.625  C5 1.530, C6 1.545, H10 1.084, H19 1.091
8 H -1.010 -2.292 -0.789  C4 1.090
9 H 2.034 0.159 0.065  N2 1.021
10 H -0.200 1.133 2.696  C7 1.084
11 H -0.333 -1.728 -2.842  N1 1.012
12 H 1.866 -0.117 -1.490  N2 0.998
13 H -1.283 -0.534 1.232  C6 1.092
14 H -0.726 2.735 0.056  C5 1.089
15 H -0.617 0.250 -1.001  C3 1.109
16 H -1.966 1.763 0.670  C5 1.097
17 H 0.554 -2.467 -0.193  C4 1.094
18 H 1.226 -1.797 -2.506  N1 0.997
19 H 0.939 1.538 1.326  C7 1.091
20 H -1.241 3.009 1.723  C5 1.092
21 H 0.319 -0.902 1.621  C6 1.101

Properties
- Energy relative to the best compared isomer or geometry (same formula, charge and spin): 72.4 kJ/mol
- Total energy: -308.39550 Eh
- SMILES string: CCC[C@@H](N)CN
- Kohn-Sham gap: 10.43 eV

These are the Mulliken partial charges, in e, on atoms 1 to 2: -0.6426 -0.5377

***

The following is a quantum chemistry calculation of the molecule C5H14N2 at a distorted geometry, from the Open Molecules 2025 dataset.

Bonds (Å) are listed after each position.
Atoms and positions in Å:
1 N 1.312 -0.913 0.902  C5 1.478, C7 1.455, H14 1.049
2 N -0.854 1.681 -0.210  C3 1.491, C6 1.503, H17 1.009
3 C -2.205 2.282 -0.014  N2 1.491, H8 1.116, H18 1.138, H20 1.045
4 C -0.257 -1.495 -1.010  C7 1.572, H9 1.066, H19 1.081, H21 1.067
5 C 2.636 -1.179 0.301  N1 1.478, H13 1.210, H15 1.154, H16 1.105
6 C -0.730 0.422 0.600  N2 1.503, C7 1.556, H10 1.087, H12 1.133
7 C 0.396 -0.391 -0.101  N1 1.455, C4 1.572, C6 1.556, H11 1.050
8 H -2.236 2.799 0.974  C3 1.116
9 H -0.807 -2.172 -0.398  C4 1.066
10 H -0.555 0.532 1.667  C6 1.087
11 H 0.972 0.252 -0.699  C7 1.050
12 H -1.742 -0.085 0.652  C6 1.133
13 H 2.612 -0.788 -0.843  C5 1.210
14 H 0.985 -1.834 1.284  N1 1.049
15 H 3.379 -0.510 0.878  C5 1.154
16 H 2.968 -2.232 0.343  C5 1.105
17 H -0.134 2.344 0.035  N2 1.009
18 H -2.484 2.814 -0.980  C3 1.138
19 H 0.562 -1.902 -1.587  C4 1.081
20 H -2.912 1.513 -0.017  C3 1.045
21 H -0.905 -1.137 -1.779  C4 1.067

Properties
- Energy relative to the best compared isomer or geometry (same formula, charge and spin): 202.0 kJ/mol
- Total energy: -308.34613 Eh
- SMILES string: CNC[C@H](C)NC
- Kohn-Sham gap: 9.80 eV

These are the Mulliken partial charges, in e, on atoms 1 to 2: -0.3700 -0.3857

***

The following is a quantum chemistry calculation of the molecule C5H14N2, from the Open Molecules 2025 dataset.

Bonds (Å) are listed after each position.
Atoms and positions in Å:
1 N 2.268 0.017 -1.421  C4 1.467, H10 1.016, H19 1.016
2 N -0.617 -0.727 2.587  C6 1.466, H9 1.007, H13 1.009
3 C 0.007 -0.117 -2.223  C4 1.521, H17 1.093, H18 1.085, H21 1.092
4 C 0.887 -0.223 -0.987  N1 1.467, C3 1.521, C7 1.542, H20 1.095
5 C -0.979 0.751 0.600  C6 1.528, C7 1.520, H11 1.092, H12 1.092
6 C -1.462 -0.442 1.423  N2 1.466, C5 1.528, H15 1.094, H16 1.094
7 C 0.484 0.681 0.195  C4 1.542, C5 1.520, H8 1.092, H14 1.099
8 H 1.026 0.356 1.086  C7 1.092
9 H -1.137 -0.744 3.449  N2 1.007
10 H 2.920 -0.106 -0.651  N1 1.016
11 H -1.666 0.867 -0.239  C5 1.092
12 H -1.123 1.657 1.193  C5 1.092
13 H -0.098 -1.586 2.492  N2 1.009
14 H 0.842 1.703 0.002  C7 1.099
15 H -1.513 -1.322 0.775  C6 1.094
16 H -2.485 -0.228 1.747  C6 1.094
17 H 0.401 0.654 -2.889  C3 1.093
18 H 0.002 -1.062 -2.757  C3 1.085
19 H 2.376 0.982 -1.720  N1 1.016
20 H 0.899 -1.261 -0.640  C4 1.095
21 H -1.032 0.151 -2.023  C3 1.092

Properties
- Energy relative to the best compared isomer or geometry (same formula, charge and spin): 46.0 kJ/mol
- Total energy: -308.40553 Eh
- SMILES string: C[C@@H](N)CCCN
- Kohn-Sham gap: 10.16 eV

These are the Mulliken partial charges, in e, on atoms 1 to 2: -0.7323 -0.5105

***

The following is a quantum chemistry calculation of a cluster of 3 separate species, C5H14N2 in total at a distorted geometry, from the Open Molecules 2025 dataset.

Bonds (Å) are listed after each position.
Atoms and positions in Å:
1 N -2.086 -1.199 1.112  C5 1.460, H19 1.025
2 N 1.424 1.948 -0.827  C7 1.471, H18 1.029
3 C 1.130 -1.955 -1.154  C6 1.334, H9 1.088, H13 1.072
4 C -0.494 2.131 0.751  C7 1.550, H8 1.081, H15 1.096, H20 1.099
5 C -1.295 -2.343 0.671  N1 1.460, H11 1.090, H12 1.121, H17 1.112
6 C 0.546 -0.772 -1.350  C3 1.334, H10 1.087, H16 1.078
7 C 1.041 2.241 0.563  N2 1.471, C4 1.550, H14 1.092, H21 1.083
8 H -1.021 3.018 1.072  C4 1.081
9 H 1.210 -2.366 -0.150  C3 1.088
10 H 0.484 0.019 -0.606  C6 1.087
11 H -1.096 -3.104 1.426  C5 1.090
12 H -0.621 -1.499 0.375  C5 1.121
13 H 1.500 -2.459 -2.025  C3 1.072
14 H 1.485 3.204 0.822  C7 1.092
15 H -0.744 1.326 1.452  C4 1.096
16 H 0.064 -0.615 -2.301  C6 1.078
17 H -1.673 -2.731 -0.301  C5 1.112
18 H 1.153 2.700 -1.475  N2 1.029
19 H -2.480 -1.482 2.014  N1 1.025
20 H -0.961 1.675 -0.134  C4 1.099
21 H 1.474 1.382 1.060  C7 1.083

Properties
- Energy relative to the best compared isomer or geometry (same formula, charge and spin): 1027.4 kJ/mol
- Total energy: -308.03175 Eh
- Kohn-Sham gap: 3.06 eV

These are the Mulliken partial charges, in e, on atoms 1 to 2: -0.4464 -0.5320